No. 1
{"formula": "C4H10NO", "method": "wB97M-V/def2-TZVPD", "multiplicity": 1, "energy_ev": -7846.276, "gap_ev": 6.50, "total_charge": -1, "fmax_ev_per_a": 0.5, "lumo_energy_ha": 0.14860, "species": ["O", "N", "C", "C", "C", "C", "H", "H", "H", "H", "H", "H", "H", "H", "H", "H"], "xyz": [[1.29, -0.36, -2.00], [-0.12, -1.26, -0.25], [1.05, -1.94, 0.29], [-1.40, 1.48, 1.86], [-1.26, 2.50, 1.04], [0.36, -0.08, -1.11], [0.79, -2.95, 0.62], [-1.00, 2.36, 0.00], [-1.38, 3.53, 1.38], [0.64, 0.70, -0.35], [-0.49, -1.86, -0.98], [-0.61, 0.29, -1.55], [-1.12, 0.48, 1.55], [-1.74, 1.66, 2.88], [1.85, -2.02, -0.46], [1.43, -1.38, 1.16]]}



No. 2
{"formula": "C10H12N4O", "method": "wB97M-V/def2-TZVPD", "multiplicity": 1, "energy_ev": -18568.084, "gap_ev": 8.35, "total_charge": 0, "fmax_ev_per_a": 5.8, "lumo_energy_ha": -0.00089, "species": ["O", "N", "N", "N", "N", "C", "C", "C", "C", "C", "C", "C", "C", "C", "C", "H", "H", "H", "H", "H", "H", "H", "H", "H", "H", "H", "H"], "xyz": [[-4.83, -1.09, -0.51], [-6.40, 0.05, 0.87], [-4.05, 0.29, 1.00], [-3.48, -1.15, -0.58], [-3.05, -0.19, 0.32], [2.66, -0.76, 1.63], [3.17, -1.59, -0.67], [3.24, -1.59, 0.74], [-1.61, 0.13, 0.41], [-5.21, -0.19, 0.51], [1.45, 0.10, -0.30], [0.40, 1.08, -0.93], [1.62, -0.01, 1.05], [-1.11, 0.58, -0.94], [2.21, -0.69, -1.23], [-1.56, 0.99, 1.06], [0.28, 2.01, -0.48], [-1.02, -0.67, 0.86], [2.91, -0.94, 2.65], [0.62, 1.37, -1.98], [1.83, -0.53, -2.25], [-1.81, 1.28, -1.29], [3.91, -2.31, 1.20], [3.78, -2.33, -1.13], [-7.12, -0.46, 0.41], [0.98, 0.56, 1.71], [-1.12, -0.31, -1.63]]}



No. 3
{"formula": "CH2OS2", "method": "wB97M-V/def2-TZVPD", "multiplicity": 1, "energy_ev": -24784.381, "gap_ev": 8.38, "total_charge": 0, "fmax_ev_per_a": 3.5, "smiles": "S=COS", "lumo_energy_ha": -0.01815, "species": ["S", "S", "O", "C", "H", "H"], "xyz": [[1.72, -0.07, 0.27], [-2.65, -0.19, 0.14], [0.18, -0.80, 0.01], [-0.94, -0.09, 0.14], [-0.72, 0.92, -0.09], [2.57, -1.23, -0.16]]}



No. 4
{"formula": "C4H4FN3", "method": "wB97M-V/def2-TZVPD", "multiplicity": 1, "energy_ev": -11399.806, "gap_ev": 9.50, "total_charge": 0, "fmax_ev_per_a": 7.7, "smiles": "Nc1nccc(F)n1", "lumo_energy_ha": 0.01717, "species": ["F", "N", "N", "N", "C", "C", "C", "C", "H", "H", "H", "H"], "xyz": [[-2.51, 0.45, -0.23], [2.02, 0.90, -1.05], [-0.23, 0.67, -0.76], [1.46, -0.69, 0.43], [1.00, 0.24, -0.44], [0.43, -1.17, 1.24], [-1.20, 0.04, -0.14], [-0.91, -0.81, 0.97], [1.72, 2.00, -1.14], [1.01, -1.73, 2.00], [2.88, 0.71, -0.74], [-1.64, -1.13, 1.68]]}



No. 5
{"formula": "C47H46MoN5O4Te", "method": "wB97M-V/def2-TZVPD", "multiplicity": 1, "energy_ev": -74269.978, "gap_ev": 6.61, "total_charge": 1, "fmax_ev_per_a": 1.1, "lumo_energy_ha": -0.12885, "species": ["Te", "Mo", "O", "O", "O", "O", "N", "N", "N", "N", "N", "C", "C", "C", "C", "C", "C", "C", "C", "C", "C", "C", "C", "C", "C", "C", "C", "C", "C", "C", "C", "C", "C", "C", "C", "C", "C", "C", "C", "C", "C", "C", "C", "C", "C", "C", "C", "C", "C", "C", "C", "C", "C", "C", "C", "C", "C", "C", "H", "H", "H", "H", "H", "H", "H", "H", "H", "H", "H", "H", "H", "H", "H", "H", "H", "H", "H", "H", "H", "H", "H", "H", "H", "H", "H", "H", "H", "H", "H", "H", "H", "H", "H", "H", "H", "H", "H", "H", "H", "H", "H", "H", "H", "H"], "xyz": [[1.37, 2.51, -2.07], [-0.78, -0.72, -0.46], [-2.54, -0.87, -1.31], [-0.69, -0.10, 1.29], [-0.42, -1.22, 4.60], [0.86, -0.85, -1.55], [0.42, -3.05, -1.95], [0.78, -3.51, 0.98], [0.91, -2.09, 0.93], [-1.50, 1.35, -0.73], [-0.75, -2.65, -1.35], [-1.55, 1.64, 4.34], [0.82, 4.65, -4.19], [1.23, -2.05, -2.00], [-2.14, 2.06, 0.16], [3.13, -3.68, 1.65], [-3.30, -1.76, -0.63], [4.23, -0.02, 3.23], [1.02, 5.36, -5.37], [3.32, -1.12, -2.94], [-3.22, 3.48, 4.84], [1.63, -5.67, 1.56], [-3.28, 5.61, -0.43], [1.99, 0.71, 2.73], [4.36, -3.68, -3.27], [-2.51, 4.53, -0.05], [3.35, 0.75, 2.48], [-2.92, -3.11, -0.52], [3.16, 4.30, -5.64], [-1.65, -3.52, -1.07], [-5.00, -3.62, 0.59], [-0.91, 0.79, 3.46], [0.02, -0.27, 3.99], [-4.99, 4.12, -1.22], [4.59, -1.29, -3.49], [2.95, 3.57, -4.47], [-1.60, 1.81, -2.15], [3.73, -0.84, 4.25], [1.32, -3.97, 3.37], [-3.79, -4.03, 0.07], [2.19, 5.19, -6.09], [-2.68, 2.68, 2.52], [1.78, 3.74, -3.76], [1.49, -0.13, 3.73], [-2.97, 3.23, -0.26], [-2.47, 2.58, 3.88], [1.72, -4.19, 1.91], [3.09, -3.51, -2.73], [5.10, -2.57, -3.65], [-4.53, 5.41, -1.01], [2.37, -0.89, 4.49], [-2.03, 1.85, 1.61], [-4.53, -1.36, -0.10], [-1.19, 0.85, 2.11], [2.57, -2.23, -2.56], [-5.36, -2.28, 0.51], [-4.21, 3.03, -0.85], [-0.35, 1.56, -2.99], [3.74, 1.39, 1.69], [-3.49, -5.07, 0.12], [-0.15, 0.51, -3.18], [3.28, -2.66, 2.04], [-3.00, 3.23, 5.88], [-3.38, 3.43, 2.15], [-4.58, 2.02, -1.03], [0.93, -1.69, 1.86], [-1.53, 4.68, 0.41], [5.16, -0.43, -3.80], [0.60, -6.03, 1.66], [-1.43, -4.57, -1.27], [5.29, 0.01, 3.04], [-2.47, 1.31, -2.59], [2.91, -0.13, -2.80], [-6.31, -1.95, 0.92], [3.71, 2.88, -4.13], [3.36, -3.69, 0.58], [1.96, -1.52, 5.27], [0.37, -4.46, 3.59], [2.08, -4.39, 4.04], [1.33, 1.33, 2.15], [0.27, 6.06, -5.71], [1.81, -1.90, 0.51], [-1.34, 1.56, 5.40], [-2.91, 6.62, -0.26], [2.50, -4.36, -2.42], [-5.14, 6.26, -1.30], [1.23, -2.91, 3.61], [4.76, -4.68, -3.40], [3.84, -4.33, 2.15], [-4.29, 3.40, 4.69], [2.35, 5.74, -7.01], [6.10, -2.70, -4.06], [-0.17, -3.70, 1.28], [4.42, -1.43, 4.85], [1.95, -5.83, 0.53], [-2.95, 4.53, 4.68], [2.27, -6.26, 2.23], [-5.96, 3.96, -1.68], [-4.81, -0.32, -0.19], [-5.66, -4.34, 1.05], [-0.47, 2.06, -3.94], [4.08, 4.17, -6.20], [-0.09, 4.81, -3.61], [-1.77, 2.87, -2.18]]}



No. 6
{"formula": "C2H3N2O2", "method": "wB97M-V/def2-TZVPD", "multiplicity": 1, "energy_ev": -9192.700, "gap_ev": [7.03, 7.03], "total_charge": -1, "fmax_ev_per_a": 3.8, "lumo_energy_ha": [0.17639, 0.17638], "species": ["O", "O", "N", "N", "C", "C", "H", "H", "H"], "xyz": [[1.55, -0.76, -0.04], [2.39, 1.21, -0.04], [0.40, -1.49, 0.17], [1.36, 0.53, -0.24], [-1.01, 0.55, -0.05], [-0.76, -0.78, 0.06], [-2.09, 0.94, -0.14], [-1.58, -1.51, 0.20], [-0.27, 1.32, 0.08]]}



No. 7
{"formula": "C22H22ClN3O3S", "method": "wB97M-V/def2-TZVPD", "multiplicity": 1, "energy_ev": -57142.050, "gap_ev": 9.48, "total_charge": 0, "fmax_ev_per_a": 1.0, "smiles": "CN(Cc1ccccc1)S(=O)(=O)c1ccc(Cl)c(C(=O)NCCc2ccccn2)c1", "lumo_energy_ha": 0.01426, "species": ["Cl", "S", "O", "O", "O", "N", "N", "N", "C", "C", "C", "C", "C", "C", "C", "C", "C", "C", "C", "C", "C", "C", "C", "C", "C", "C", "C", "C", "C", "C", "H", "H", "H", "H", "H", "H", "H", "H", "H", "H", "H", "H", "H", "H", "H", "H", "H", "H", "H", "H", "H", "H"], "xyz": [[-4.54, 3.12, -0.03], [-1.61, -2.28, 1.15], [-1.93, 3.32, -1.44], [-0.23, -1.98, 1.41], [-2.32, -3.09, 2.09], [1.63, 1.46, 1.31], [-0.33, 2.77, 0.05], [-1.72, -3.05, -0.34], [4.34, 0.99, 1.20], [-2.48, -0.73, 0.90], [0.23, -1.95, -1.37], [2.50, -2.58, -0.87], [3.83, 2.23, 0.84], [-1.74, 0.33, 0.42], [3.48, -0.01, 1.60], [-2.35, 1.54, 0.11], [0.72, 3.62, -0.47], [-3.84, -0.62, 1.11], [1.82, 3.76, 0.58], [-1.53, 2.64, -0.52], [-4.47, 0.58, 0.82], [2.94, -1.32, -1.25], [1.16, -2.89, -0.94], [-3.00, -3.67, -0.57], [0.68, -0.69, -1.74], [-1.22, -2.31, -1.48], [2.45, 2.43, 0.92], [2.02, -0.37, -1.69], [2.12, 0.27, 1.63], [-3.73, 1.65, 0.31], [3.99, -1.07, -1.21], [-1.34, -2.97, -2.36], [3.21, -3.31, -0.53], [-5.53, 0.70, 0.98], [0.02, 2.10, 0.75], [-1.82, -1.41, -1.66], [0.29, 4.59, -0.72], [-2.90, -4.47, -1.31], [3.83, -0.98, 1.88], [-4.39, -1.46, 1.50], [2.36, 0.61, -1.98], [-3.33, -4.10, 0.38], [0.81, -3.87, -0.64], [1.13, 3.19, -1.39], [2.59, 4.45, 0.22], [-0.68, 0.19, 0.28], [-3.75, -2.95, -0.93], [1.39, -0.48, 1.90], [5.41, 0.82, 1.16], [-0.03, 0.05, -2.09], [1.38, 4.18, 1.49], [4.48, 3.03, 0.52]]}



No. 8
{"formula": "C46H83F21O32S6", "method": "wB97M-V/def2-TZVPD", "multiplicity": 2, "energy_ev": -236628.339, "gap_ev": [10.14, 2.44], "total_charge": 1, "fmax_ev_per_a": 5.7, "lumo_energy_ha": [-0.08295, -0.36610], "species": ["S", "S", "S", "S", "S", "S", "F", "F", "F", "F", "F", "F", "F", "F", "F", "F", "F", "F", "F", "F", "F", "F", "F", "F", "F", "F", "F", "O", "O", "O", "O", "O", "O", "O", "O", "O", "O", "O", "O", "O", "O", "O", "O", "O", "O", "O", "O", "O", "O", "O", "O", "O", "O", "O", "O", "O", "O", "O", "O", "C", "C", "C", "C", "C", "C", "C", "C", "C", "C", "C", "C", "C", "C", "C", "C", "C", "C", "C", "C", "C", "C", "C", "C", "C", "C", "C", "C", "C", "C", "C", "C", "C", "C", "C", "C", "C", "C", "C", "C", "C", "C", "C", "C", "C", "C", "H", "H", "H", "H", "H", "H", "H", "H", "H", "H", "H", "H", "H", "H", "H", "H", "H", "H", "H", "H", "H", "H", "H", "H", "H", "H", "H", "H", "H", "H", "H", "H", "H", "H", "H", "H", "H", "H", "H", "H", "H", "H", "H", "H", "H", "H", "H", "H", "H", "H", "H", "H", "H", "H", "H", "H", "H", "H", "H", "H", "H", "H", "H", "H", "H", "H", "H", "H", "H", "H", "H", "H", "H", "H", "H", "H", "H", "H", "H", "H", "H", "H", "H"], "xyz": [[-2.40, 6.18, -3.66], [-3.69, -1.09, -3.27], [-5.73, 0.10, 5.03], [-2.78, 5.12, 6.21], [0.08, 0.99, 0.31], [0.99, -4.01, -4.74], [-0.30, 3.20, -9.13], [-6.17, 0.96, -2.04], [-1.45, 1.48, 4.32], [4.73, 3.71, -2.83], [5.58, -2.16, 0.94], [7.02, -2.98, -0.52], [-1.58, -7.93, 1.73], [4.57, -4.24, 4.26], [-1.61, -0.39, 5.52], [3.36, -2.72, 5.22], [-6.30, 3.11, -2.08], [4.92, -2.85, -1.04], [-0.89, 1.44, 6.50], [5.82, 2.26, -1.49], [3.95, -2.52, 3.10], [-1.39, 3.35, -7.29], [0.15, 4.82, -7.83], [0.42, -7.74, 2.42], [-0.03, -9.24, 0.97], [3.67, 2.11, -1.88], [-7.19, 2.00, -0.41], [-2.55, -1.08, -2.35], [-4.04, 4.37, 6.22], [-0.81, -6.00, 0.18], [1.19, -3.88, 4.53], [-0.07, 1.95, 1.39], [-4.93, -1.71, -2.84], [-3.99, 0.45, -3.92], [-1.73, 4.41, 5.15], [3.23, 4.01, 0.01], [2.51, -3.55, -4.38], [2.16, 2.71, -7.22], [-3.70, 5.54, -3.66], [-4.99, -1.15, 4.36], [0.24, 1.59, -6.38], [2.09, -4.88, 2.66], [-2.05, 5.42, 7.46], [1.64, 0.28, 0.31], [1.49, 0.56, 5.87], [0.36, -4.81, -3.69], [0.72, -0.18, 3.79], [-0.27, 1.43, -1.07], [-1.57, 6.34, -4.86], [0.84, -7.33, -0.63], [-5.33, 0.06, 6.45], [0.37, -2.79, -5.28], [5.86, -4.70, 1.66], [5.43, 4.60, 0.09], [-1.54, 5.28, -2.47], [-4.14, 3.20, -0.81], [-4.59, 1.31, 0.27], [5.05, -5.35, -0.36], [-7.16, 0.10, 4.63], [0.90, 2.59, -7.14], [-2.89, 1.27, -4.29], [5.57, -4.46, 0.50], [5.19, -7.75, -0.74], [-3.18, -1.85, -4.86], [2.91, 0.42, 5.63], [-0.30, -8.01, 1.39], [2.93, 4.90, 1.17], [0.51, 0.40, 4.88], [-4.93, 2.16, -0.52], [-2.90, 3.96, 1.06], [-4.78, 1.56, 4.26], [4.61, -6.61, 0.13], [-6.17, 2.05, -1.31], [-0.09, 5.18, -2.58], [1.92, -0.56, -0.84], [-5.20, -1.25, 3.01], [1.62, -1.99, -0.41], [-0.64, -5.08, -0.97], [-0.17, 3.55, -7.85], [-1.70, -4.01, -0.82], [0.65, 4.06, 4.41], [0.01, -4.66, 4.62], [0.00, -7.07, 0.23], [1.36, -4.96, -6.24], [4.53, 3.92, -0.45], [1.39, 0.78, -4.36], [3.70, 4.47, 2.53], [-2.45, 7.79, -2.59], [3.58, -3.36, 4.10], [-1.02, -4.25, 3.51], [1.05, 0.53, -5.83], [-3.98, -1.95, 2.39], [2.25, -4.17, 3.66], [3.92, -0.12, 6.68], [-3.14, 6.67, 5.25], [-3.30, 2.69, -4.45], [3.44, -4.41, -3.84], [-0.94, -0.43, 0.80], [-0.91, 0.74, 5.35], [0.30, 4.05, -3.53], [5.80, -3.06, -0.06], [4.74, 3.00, -1.66], [-2.81, 3.36, -0.26], [-0.45, 4.98, 4.97], [4.80, -3.78, -3.94], [-0.40, -4.63, 5.63], [-3.85, -2.96, 2.79], [1.86, 5.02, 1.27], [1.92, 1.73, -4.37], [-2.13, -1.68, -5.09], [-3.98, 2.92, -5.27], [3.26, 5.90, 0.89], [4.99, -6.83, 1.13], [4.93, -2.74, -3.64], [5.13, -3.66, -4.98], [-1.57, -3.33, 0.02], [0.56, -2.07, -0.63], [0.50, 3.72, 3.39], [2.07, -4.45, -6.89], [0.39, -4.73, -0.96], [-5.29, -0.31, 2.48], [4.88, -0.32, 6.22], [-6.16, -1.77, 3.06], [4.53, -8.60, -0.57], [-0.93, -5.73, -1.80], [-3.73, -1.44, -5.71], [-2.70, -4.41, -0.66], [5.15, -7.53, -1.80], [-3.18, 8.48, -3.02], [-2.81, 7.53, -1.60], [-0.42, 5.82, 4.26], [-3.03, -1.44, 2.55], [-0.40, -1.07, 1.50], [-2.49, 7.45, 5.66], [4.79, 4.56, 2.48], [-1.59, -5.09, 3.10], [-2.58, 3.49, -4.61], [1.64, -2.14, 0.67], [-0.34, 4.00, -4.40], [0.45, -5.08, -6.82], [-3.71, 1.35, 4.27], [3.54, -6.61, 0.29], [-2.92, 6.31, 4.25], [3.97, 0.56, 7.54], [3.58, 3.46, 2.93], [-3.55, 4.83, 1.11], [1.35, 4.17, -3.81], [1.69, -5.97, -5.99], [2.82, -0.37, 4.88], [3.42, -5.34, -4.42], [-3.85, 2.92, -3.54], [-3.98, -2.05, 1.30], [-1.91, 0.03, 0.98], [-2.22, 4.04, -0.86], [-0.09, 5.31, 5.95], [-2.56, 0.95, -5.28], [-1.75, -3.63, 4.02], [0.48, 3.18, 5.03], [2.16, -2.73, -1.00], [0.34, 5.11, -1.58], [1.48, -0.31, -1.80], [-3.20, -2.93, -4.73], [-4.20, 6.78, 5.50], [-5.16, 2.37, 4.88], [5.58, -4.30, -3.38], [-1.63, -3.47, -1.76], [1.99, 0.45, -6.38], [2.00, -0.09, -4.13], [-0.63, -3.83, 2.58], [0.55, 1.04, -3.72], [-1.48, 8.29, -2.66], [6.19, -7.96, -0.36], [-3.33, 3.22, 1.74], [0.32, 6.04, -3.12], [-1.10, -0.87, -0.18], [3.34, 5.08, 3.36], [3.31, 1.22, 5.01], [3.50, -1.03, 7.11], [3.35, -4.58, -2.77], [1.65, 4.48, 4.47], [-2.33, 2.38, -0.22], [0.25, 3.07, -3.05], [-1.91, 4.10, 1.50], [2.97, -0.39, -1.06], [0.03, -5.75, 4.57], [-5.21, 1.68, 3.27], [0.37, -0.33, -5.83], [-2.15, 1.07, -3.52]]}